Entry from OMol25: an isolated molecule of C20H26N2O5 (ωB97M-V/def2-TZVPD).

ΔE to the lowest compared entry with this formula, charge and spin (kJ/mol): 39.4
Spin multiplicity: 1
SMILES: CC(C)[C@H](OC(=O)CN1C(=O)COc2ccccc21)C(=O)NC1CCCC1
Charge: 0

Last column: natural (NBO) charge in e.
CARTESIAN COORDINATES (ANGSTROEM)
C  -0.4999  -3.9794  -0.8074  -0.62
H  0.5456  -4.1127  -1.0710  0.24
H  -1.1200  -4.3092  -1.6372  0.21
H  -0.7199  -4.5989  0.0587  0.21
C  -0.7761  -2.5115  -0.5030  -0.22
C  -0.6177  -1.6467  -1.7516  -0.62
H  -0.7446  -0.5933  -1.5123  0.21
H  0.3683  -1.7922  -2.1864  0.21
H  -1.3662  -1.9203  -2.4914  0.21
H  -1.8045  -2.4061  -0.1323  0.21
C  0.1500  -2.0109  0.6246  0.01
H  0.1559  -2.7378  1.4460  0.24
C  1.5939  -1.8154  0.1297  0.66
O  2.2637  -2.7579  -0.2402  -0.64
N  2.0150  -0.5444  0.1327  -0.61
H  1.4119  0.1833  0.4870  0.42
C  3.3226  -0.1269  -0.3246  -0.07
H  3.7847  -1.0164  -0.7589  0.24
C  4.1577  0.4556  0.8373  -0.41
C  4.4966  1.8944  0.4362  -0.40
C  3.3666  2.2831  -0.5123  -0.42
H  2.4628  2.4968  0.0601  0.22
H  3.6088  3.1530  -1.1210  0.21
C  3.1858  1.0160  -1.3438  -0.41
H  3.9819  0.9428  -2.0855  0.21
H  2.2287  0.9743  -1.8628  0.21
H  5.4494  1.9223  -0.0951  0.19
H  4.5647  2.5550  1.2985  0.21
H  3.5536  0.4517  1.7453  0.21
H  5.0501  -0.1376  1.0271  0.22
O  -0.3572  -0.7654  1.1110  -0.53
C  -0.9491  -0.7071  2.2981  0.80
O  -1.1223  -1.6227  3.0518  -0.58
C  -1.3533  0.7423  2.5689  -0.33
N  -1.6482  1.4330  1.3313  -0.42
C  -0.6795  2.2249  0.8045  0.67
O  0.3956  2.4047  1.3422  -0.62
C  -1.0707  2.9178  -0.4894  -0.16
O  -1.7595  2.0807  -1.3884  -0.49
C  -2.7437  1.3209  -0.8231  0.33
C  -3.7370  0.8188  -1.6510  -0.25
C  -4.7402  0.0239  -1.1289  -0.21
C  -4.7553  -0.2652  0.2241  -0.22
C  -3.7570  0.2160  1.0535  -0.23
C  -2.7366  1.0078  0.5415  0.06
H  -3.7747  -0.0463  2.0983  0.22
H  -5.5371  -0.8805  0.6408  0.22
H  -5.5086  -0.3651  -1.7781  0.22
H  -3.6945  1.0594  -2.7009  0.23
H  -1.6897  3.7940  -0.2330  0.20
H  -0.1710  3.2619  -1.0037  0.23
H  -2.1891  0.7854  3.2675  0.23
H  -0.4907  1.2503  3.0159  0.28



Entry from OMol25: C20H26N4O3S as an isolated structure at a distorted geometry (ωB97M-V/def2-TZVPD).

ΔE to the lowest compared entry with this formula, charge and spin (kJ/mol): 1998.6
Spin multiplicity: 1
Charge: 0

Last column: natural (NBO) charge in e.
CARTESIAN COORDINATES (ANGSTROEM)
C  2.1627  -4.4822  2.6754  -0.58
C  1.1633  -3.6832  1.8990  -0.16
C  1.3998  -2.3833  1.8193  -0.16
C  0.5328  -1.3843  1.0991  -0.25
C  -0.6908  -1.8351  0.3597  0.13
C  -0.6685  -3.1579  0.3714  -0.22
C  0.2324  -3.9294  1.1591  0.15
C  -0.1879  -5.6161  0.9578  -0.64
H  -1.0063  -5.8329  0.3177  0.21
H  -0.3486  -5.9503  2.1019  0.21
H  0.9049  -6.2051  0.5399  0.19
H  -1.5027  -3.6826  -0.4180  0.21
N  -1.5586  -0.9811  -0.3339  -0.47
C  -0.9883  -0.4177  -1.5206  0.69
O  -1.9788  0.3698  -2.1117  -0.71
C  0.4322  -0.4548  -2.0479  -0.47
C  0.7345  0.8585  -2.5532  -0.50
C  0.8276  1.9286  -1.5955  0.70
O  0.4940  1.4998  -0.5029  -0.64
N  1.2301  3.1399  -2.0234  -0.58
C  1.3706  3.6923  -3.3210  0.32
N  1.8717  5.0039  -3.3864  -0.45
C  2.0986  5.2481  -4.6409  -0.08
C  2.1955  4.3526  -5.4876  -0.31
S  1.5041  2.6379  -4.9840  0.21
H  2.2219  4.2563  -6.5223  0.23
H  2.0977  6.4462  -4.6972  0.24
H  1.1131  3.6766  -1.3809  0.39
H  1.8709  0.7876  -3.1041  0.23
H  0.1126  1.0756  -3.3969  0.27
H  1.0471  -0.9838  -1.4062  0.25
H  0.1601  -1.3051  -2.9425  0.26
C  -2.6389  -0.9297  0.2242  -0.30
H  -3.1914  -1.7657  0.4987  0.22
C  -2.6591  0.0132  1.5219  0.66
O  -3.2088  -0.4780  2.3888  -0.62
N  -1.9302  0.9205  1.3834  -0.64
H  -0.9901  1.1962  0.7715  0.48
C  -1.5506  1.8953  2.5332  -0.04
C  -1.6875  3.3554  1.9847  -0.57
H  -1.6665  4.0612  3.0763  0.18
H  -2.6069  3.5251  1.6882  0.20
H  -1.1361  3.6935  1.2642  0.19
C  -0.2151  1.8981  3.1655  -0.54
H  -0.0171  2.4768  3.7910  0.17
H  -0.0808  0.6744  3.5874  0.18
H  0.5054  2.0077  2.4543  0.20
H  -2.3930  1.6288  3.5166  0.23
H  -3.3457  -0.4720  -0.6002  0.25
H  0.8560  -0.2268  0.9632  0.24
H  2.2025  -1.8429  2.3186  0.21
H  2.8432  -3.9384  3.0718  0.20
H  2.5089  -5.3933  1.9883  0.22
H  1.5540  -4.9885  3.4855  0.22



Entry from OMol25: C20H26N4OS as an isolated structure at a distorted geometry (ωB97M-V/def2-TZVPD).

ΔE to the lowest compared entry with this formula, charge and spin (kJ/mol): 1620.4
Spin multiplicity: 1
Charge: 0

Last column: natural (NBO) charge in e.
CARTESIAN COORDINATES (ANGSTROEM)
C  2.4759  -4.1603  6.6078  -0.60
C  3.1177  -3.2246  5.4554  -0.38
C  2.7910  -1.7478  5.4626  -0.40
H  2.9811  -1.3742  6.6141  0.19
H  1.6286  -1.5376  5.5949  0.23
C  3.4744  -0.9887  4.6993  -0.27
N  3.0590  -1.4298  3.3722  -0.65
C  2.4297  -0.3935  2.5238  0.70
O  1.9946  0.6437  2.8970  -0.59
C  1.9959  -1.0355  1.1213  -0.30
N  1.3840  -0.1926  0.3565  -0.62
C  1.3474  0.0259  -0.8711  0.36
N  0.4588  1.1929  -1.3581  -0.45
C  0.4481  1.0740  -2.9901  -0.16
C  -0.9757  0.9726  -3.2950  -0.10
C  -1.7720  1.6473  -4.0117  -0.04
N  -3.1659  1.6036  -4.3511  -0.36
C  -3.6566  0.4168  -4.0022  -0.04
C  -2.9301  -0.4366  -3.4751  -0.22
C  -1.6421  -0.4542  -3.0007  -0.09
H  -1.0651  -1.0155  -2.3695  0.23
H  -3.4185  -1.6150  -3.0662  0.18
H  -4.5740  0.3305  -4.4269  0.21
H  -1.2788  2.5211  -4.3999  0.18
H  0.9383  2.2998  -3.3253  0.16
H  1.0422  0.3938  -3.4253  0.25
C  -0.2714  2.1241  -0.6235  -0.26
C  -1.4857  1.8030  -0.6840  -0.10
C  -2.5743  2.5272  -1.0183  -0.14
C  -3.9737  2.3121  -0.9890  -0.19
C  -4.2158  1.2334  -0.4086  -0.23
C  -3.3254  0.4561  0.2589  -0.20
C  -2.0132  0.6206  0.0402  -0.17
H  -1.3682  -0.0084  0.6072  0.19
H  -3.7140  -0.5603  0.7693  0.22
H  -5.2448  0.9135  -0.4252  0.20
H  -4.5801  3.2013  -1.3988  0.24
H  -2.3159  3.3015  -1.6443  0.19
H  0.0268  2.9884  -1.3124  0.22
H  0.4758  2.0875  0.2359  0.23
S  1.7312  -1.3294  -1.8526  -0.33
H  1.0297  0.3898  1.0603  0.41
H  2.9854  -1.2866  0.6500  0.23
H  1.4509  -2.0487  1.3410  0.23
H  3.5981  -2.1359  2.9393  0.40
H  4.4793  -0.9731  4.6465  0.21
H  3.1135  0.1168  4.7550  0.23
H  2.7372  -3.6612  4.5790  0.20
H  4.3838  -3.2715  5.6090  0.18
H  2.9352  -5.2440  6.6456  0.22
H  2.8482  -3.6790  7.5994  0.20
H  1.4881  -3.9941  6.5265  0.20



Entry from OMol25: C20H26N5O4Pd as an isolated structure at a distorted geometry (ωB97M-V/def2-TZVPD).

ΔE to the lowest compared entry with this formula, charge and spin (kJ/mol): 138.9
Spin multiplicity: 1
Charge: -1

Last column: natural (NBO) charge in e.
CARTESIAN COORDINATES (ANGSTROEM)
Pd  0.2999  -0.2949  0.0596  -0.06
O  3.3841  1.7394  -4.9644  -0.70
C  4.0314  1.8739  -3.8286  0.78
O  5.1980  2.2177  -3.7812  -0.66
C  3.2738  1.5992  -2.5823  -0.27
C  3.7954  1.7989  -1.3306  -0.02
N  2.8172  1.5091  -0.4572  -0.31
N  1.6886  1.1124  -1.0448  -0.25
C  1.9311  1.1663  -2.3597  0.03
C  0.9127  0.7809  -3.3986  0.76
O  1.2015  1.0573  -4.5922  -0.72
O  -0.1664  0.2767  -3.0276  -0.73
H  2.4187  1.3927  -4.8121  0.48
H  4.7860  2.1091  -1.0454  0.23
H  2.8444  1.5163  0.5453  0.41
N  -1.7070  0.8360  -0.0841  -0.40
C  -1.8760  1.6446  0.7290  0.43
N  -1.9691  2.5596  1.6953  -0.48
C  -1.4422  2.1794  3.0058  -0.21
C  -1.0648  3.4311  3.7891  -0.41
C  -2.2594  4.3820  3.8788  -0.40
C  -2.7461  4.7255  2.4705  -0.40
C  -3.1189  3.4509  1.7207  -0.20
H  -0.5765  1.5368  2.8444  0.25
H  -2.1938  1.6039  3.5660  0.17
H  -0.2403  3.9310  3.2746  0.20
H  -0.7199  3.1421  4.7839  0.21
H  -1.9838  5.2905  4.4189  0.21
H  -3.0700  3.8967  4.4326  0.19
H  -1.9449  5.2304  1.9252  0.21
H  -3.6084  5.3953  2.5018  0.21
H  -3.4055  3.6756  0.6943  0.22
H  -3.9749  2.9709  2.2190  0.17
C  -1.0970  -3.7260  -2.9669  -0.40
N  -0.4436  -2.7302  -2.1144  -0.40
C  1.0184  -2.9724  -2.0420  -0.44
C  -1.1752  -2.5945  -0.7658  -0.25
C  -0.4272  -3.1645  0.4043  -0.20
C  -0.5581  -4.5122  0.7272  -0.18
C  0.2441  -5.0705  1.7129  -0.30
C  1.1684  -4.2571  2.3548  -0.23
C  1.2469  -2.8994  2.0572  -0.29
C  0.4478  -2.2703  1.0873  -0.28
H  -0.5424  -3.8420  -3.8972  0.21
H  -2.1104  -3.4015  -3.1975  0.22
H  -1.1303  -4.6842  -2.4469  0.21
H  -0.4970  -1.7527  -2.5420  0.50
H  1.2275  -3.9110  -1.5338  0.22
H  1.4482  -2.1471  -1.4595  0.28
H  1.4195  -2.9879  -3.0562  0.20
H  -2.1570  -3.0508  -0.9180  0.19
H  -1.2687  -1.5059  -0.5433  0.28
H  -1.2800  -5.1403  0.2075  0.17
H  0.1539  -6.1198  1.9714  0.19
H  1.8234  -4.6891  3.1067  0.19
H  1.9737  -2.3081  2.6084  0.19



Number 1: total energy -1263.492706 Eh, frontier orbital gap 9.42 eV, highest occupied orbital energy -0.323 Eh. Number 2: total energy -1619.978166 Eh, frontier orbital gap 7.20 eV, highest occupied orbital energy -0.288 Eh. Number 3: total energy -1469.612559 Eh, frontier orbital gap 8.45 eV, highest occupied orbital energy -0.304 Eh. Number 4: total energy -1480.320075 Eh, frontier orbital gap 5.29 eV, highest occupied orbital energy -0.098 Eh.